(1)
C35H37BrN9O7SY | wB97M-V/def2-TZVPD

E_LUMO in eV: 0.0
Strongest force on any atom in eV/Å: 1.39
E_HOMO in eV: -6.774

Last column: Mulliken charge in e.
CARTESIAN COORDINATES (ANGSTROEM)
Y: -0.27774 -0.36061 0.15747  0.16
Br: -2.59701 -3.48569 -6.60983  -0.21
S: 1.93845 -0.47595 -1.32028  -0.68
O: -0.52443 -2.51703 -0.56382  -1.01
O: -1.18194 -0.42722 2.65863  -0.46
O: 1.22104 -1.30947 1.60978  -0.46
O: -2.19146 1.65081 1.48734  0.16
O: 0.83374 1.19114 1.36187  -0.30
O: -1.28340 -0.99383 -1.97856  -0.67
O: -2.65187 -0.71621 0.32574  -0.36
N: -4.85254 -0.30951 0.11131  0.33
N: 3.69960 0.94226 -3.12443  0.39
N: 2.63766 1.65517 -2.84300  -0.47
N: -0.66931 -3.52026 2.33606  0.29
N: 1.67700 0.82292 2.25784  -1.11
N: 0.69528 1.97043 -1.87304  -1.25
N: 1.84155 -0.43022 2.34397  1.48
N: -0.61965 0.62619 4.58363  0.37
N: -0.29321 1.58993 -1.21281  1.66
C: -1.61385 1.90436 2.74707  -1.72
C: 4.46193 -1.95786 5.26092  -0.45
C: 1.76356 1.10657 -2.03789  0.37
C: -1.11830 -5.12082 -4.81216  -0.40
C: 3.70920 -2.80579 4.46510  -0.78
C: -0.41343 -4.45296 -2.60840  -0.47
C: -3.67450 3.02662 -1.53780  -0.44
C: 3.51494 -0.05175 4.12963  -0.29
C: -1.12106 3.88101 -0.84069  -0.41
C: 4.54192 2.61227 -4.69109  -0.33
C: -3.63551 -0.03099 0.59565  -0.04
C: 5.53386 3.01495 -5.57047  -0.51
C: -3.50603 1.15428 1.53731  -1.04
C: -0.49374 1.87807 5.32194  -1.08
C: 2.76753 -0.92035 3.34260  0.17
C: -0.48343 -3.79381 3.44765  -0.50
C: -2.18838 4.76622 -0.79982  -0.66
C: 4.67320 1.39831 -4.02265  0.55
C: -0.13199 -0.59383 5.22031  -0.93
C: 6.65280 2.22277 -5.79624  -0.53
C: 6.77296 1.01343 -5.12661  -0.50
C: -0.93953 -2.16815 -1.72750  1.42
C: -0.99882 -3.20852 -2.80100  0.21
C: -1.34324 2.56401 -1.20828  0.07
C: -1.69992 -3.87435 -4.98302  -0.16
C: -0.46842 -5.40325 -3.61730  -0.67
C: 2.85714 -2.29070 3.49742  -0.19
C: -5.01408 -1.39268 -0.85485  -0.90
C: 4.36188 -0.58111 5.08794  -0.56
C: -6.03862 0.45762 0.47595  -0.98
C: 5.79105 0.59985 -4.24058  -0.45
C: -1.11363 0.59139 3.34121  0.98
C: -1.64026 -2.90809 -3.99677  -0.20
C: -2.61424 2.13222 -1.56256  -0.17
C: -3.46806 4.34354 -1.14328  -0.69
H: -3.76065 0.79135 2.53965  0.48
H: -0.71036 -0.80102 6.12316  0.40
H: -2.02054 5.79443 -0.50503  0.40
H: -0.76962 2.56874 2.57483  0.47
H: -1.17210 -5.85748 -5.60246  0.40
H: -5.55068 -2.23128 -0.40915  0.35
H: -0.03170 2.65461 4.71234  0.39
H: 3.76747 0.01188 -2.71741  0.24
H: -2.74313 1.10392 -1.88767  0.36
H: 7.42113 2.54211 -6.48792  0.37
H: 5.43085 3.95992 -6.08919  0.34
H: -1.45639 2.23996 5.69185  0.27
H: -0.11646 4.19038 -0.58095  0.50
H: 0.15052 1.70151 6.17911  0.38
H: -5.57435 -1.02594 -1.71523  0.41
H: -6.11593 0.59114 1.55434  0.35
H: 7.63869 0.38386 -5.29236  0.34
H: 2.25261 -2.93076 2.87286  0.38
H: 4.95077 0.08690 5.70282  0.39
H: 5.88591 -0.34331 -3.71348  0.35
H: -6.91356 -0.09718 0.14974  0.39
H: 3.66369 3.21641 -4.51164  0.40
H: -2.07072 -1.92640 -4.13935  0.53
H: -4.66241 2.70124 -1.84501  0.53
H: -2.32506 2.39611 3.41727  0.63
H: 5.13015 -2.36422 6.00978  0.40
H: -0.00413 -6.37197 -3.48007  0.41
H: 3.43242 1.01516 3.98233  0.44
H: -6.05448 1.43783 -0.00521  0.27
H: 3.77727 -3.87839 4.59659  0.39
H: 0.92024 -0.48083 5.48799  0.39
H: -0.77554 -3.27824 1.36166  0.24
H: -4.29503 5.04234 -1.12158  0.41
H: -4.19652 1.95223 1.26612  0.77
H: 0.08391 -4.65660 -1.66916  0.45
H: -0.23627 -1.42764 4.53283  0.06
H: -4.03471 -1.72616 -1.18206  0.11



(2)
CH4NOPS | wB97M-V/def2-TZVPD

E_LUMO in eV: -1.0
Strongest force on any atom in eV/Å: 3.26
E_HOMO in eV: -8.056

Last column: Mulliken charge in e.
CARTESIAN COORDINATES (ANGSTROEM)
S: 0.22766 1.18823 1.32549  -0.14
P: 1.11328 -0.94466 1.59636  0.17
O: 2.58428 -0.80643 1.60860  -0.52
N: 0.00572 0.82218 -0.29738  -0.12
C: -0.60815 -0.17758 -0.85454  -0.17
H: 0.40161 -0.74874 2.90095  0.02
H: -0.53121 -0.36431 -1.96264  0.25
H: 0.70528 1.31206 -0.89737  0.26
H: -1.43942 -0.74342 -0.18406  0.25



(3)
C18H33N3OP2Tl | wB97M-V/def2-TZVPD

E_LUMO (spin up / spin down) in eV: -5.6 / -8.4
Strongest force on any atom in eV/Å: 2.15
Net charge: +2
Spin multiplicity: 2
E_HOMO (spin up / spin down) in eV: -13.440 / -13.436

Last column: Mulliken spin population.
CARTESIAN COORDINATES (ANGSTROEM)
Tl: -0.47671 -0.23604 0.17721  -0.02
P: 1.64380 -1.75382 1.36442  0.00
P: -2.14486 -0.90213 -1.87745  0.01
O: 1.18639 -1.30260 -1.05107  0.00
N: -3.40931 1.90804 2.20948  0.00
N: -0.59731 1.71372 -1.07316  0.46
N: 1.42964 1.31939 0.87065  0.00
C: -3.03531 -3.01872 2.49740  0.00
C: -2.13736 0.68394 -2.66813  0.48
C: -2.43552 -0.29567 2.74994  0.00
C: 3.01694 -0.49484 1.55139  0.00
C: -4.76171 1.46760 2.65000  0.00
C: 2.07772 -0.51298 -1.81409  0.00
C: -3.16590 -0.96353 3.75327  0.00
C: 0.36454 2.80750 -0.88478  -0.06
C: 1.49877 -0.26673 -3.20508  -0.02
C: -3.47831 -2.31999 3.61825  0.00
C: 2.61600 0.84806 0.96951  0.00
C: -2.25967 -2.35732 1.53023  0.00
C: 3.44867 -1.16265 -1.91167  0.00
C: -2.25014 1.17707 2.90026  0.00
C: -1.94705 -1.01431 1.67066  -0.01
C: -1.36610 1.74133 -2.16346  -0.02
C: -3.26203 3.38541 2.37301  0.00
C: 1.22804 2.70367 0.37542  0.01
H: -4.11741 3.87728 1.89387  0.00
H: 1.06130 2.87936 -1.74906  0.02
H: -3.54183 -1.23731 -1.89653  0.01
H: -1.40892 2.67947 -2.74451  0.01
H: -4.81368 1.51262 3.74088  0.00
H: -4.06456 -2.81081 4.39292  0.00
H: -2.29128 1.50659 3.94603  0.00
H: 2.18181 0.34199 -3.81697  0.00
H: -3.29255 -4.08069 2.38135  0.00
H: 3.51495 1.46046 0.70727  0.00
H: 2.41574 -2.80078 0.80842  0.00
H: -2.70213 0.88339 -3.57550  0.00
H: -3.24192 3.60004 3.44559  0.00
H: 1.39105 -1.24960 -3.68410  0.00
H: -1.88998 -2.92255 0.66933  0.00
H: -0.17574 3.77603 -0.83523  0.03
H: -3.32164 1.67177 1.21195  0.00
H: -5.48915 2.16113 2.21064  0.00
H: -1.33251 1.57179 2.43502  0.01
H: 4.07646 -0.58575 -2.60121  0.00
H: -4.95426 0.45522 2.28272  0.00
H: 2.20799 3.17157 0.16182  0.00
H: 1.60318 -2.14334 2.73762  0.00
H: -3.51202 -0.40460 4.62059  0.00
H: -2.32062 3.69876 1.90133  0.00
H: 3.95790 -0.83849 1.08913  0.00
H: 3.95021 -1.16794 -0.93851  0.00
H: -1.58706 -1.70531 -2.93244  0.04
H: 3.19880 -0.39579 2.63762  0.00
H: 0.72645 3.28534 1.16541  0.00
H: 0.52018 0.21802 -3.19604  0.02
H: 2.26462 0.45014 -1.23092  0.00
H: 3.35291 -2.19070 -2.29339  0.00



(4)
C24H22AsAuN4OS | wB97M-V/def2-TZVPD

E_LUMO (spin up / spin down) in eV: 2.4 / 2.0
Strongest force on any atom in eV/Å: 1.82
Net charge: -1
Spin multiplicity: 2
E_HOMO (spin up / spin down) in eV: -4.127 / -4.927

Last column: Mulliken spin population.
CARTESIAN COORDINATES (ANGSTROEM)
Au: -0.20445 0.08324 -0.15976  0.42
As: 0.26616 -0.06697 3.06039  0.00
S: -0.01239 2.49406 0.66492  0.20
O: 1.92542 0.23773 0.67431  0.03
N: 2.38571 -5.36240 0.05365  0.01
N: 2.46187 1.45605 0.55056  -0.01
N: 0.32057 -1.68733 -1.34871  0.02
N: -1.86908 -5.55187 -1.21332  0.01
C: 1.69205 2.57156 0.76127  0.02
C: 1.78785 0.57610 4.12329  0.00
C: 2.86772 -3.69430 6.03602  0.00
C: -0.91205 -4.93105 -1.03602  0.00
C: -0.92332 -0.32140 4.62703  0.00
C: -2.27390 -0.03085 -0.22780  0.27
C: -2.96354 -0.70438 -1.23232  -0.01
C: -5.07611 -0.00934 -0.30603  -0.01
C: 3.53681 -3.04859 5.00339  0.00
C: 1.48748 -3.81830 5.97611  0.00
C: 3.80834 1.51158 0.65751  0.00
C: -3.01152 0.63246 0.75395  -0.04
C: 4.46731 2.67063 0.94587  0.00
C: 0.78320 -3.30536 4.89459  0.00
C: 2.36054 3.77213 1.07553  -0.01
C: 0.27103 -4.18054 -0.81411  0.02
C: -4.35426 -0.69627 -1.27174  0.01
C: -4.40154 0.64808 0.71491  0.01
C: 2.83133 -2.52639 3.93145  0.00
C: 0.68881 -1.99181 2.74645  0.00
C: 0.29771 -2.82347 -1.08955  0.04
C: 1.43845 -4.82868 -0.33488  0.00
C: 3.72381 3.83186 1.17225  0.00
C: 1.44045 -2.63472 3.86399  0.00
H: 1.93704 -0.04866 5.00505  0.00
H: -0.42084 -0.90044 5.40539  0.00
H: 1.74968 4.64816 1.23878  0.00
H: -1.83265 -0.84120 4.32353  0.00
H: 3.35297 -2.01878 3.12782  0.00
H: 1.55630 1.59624 4.43097  0.00
H: 3.41717 -4.09125 6.88028  0.00
H: 4.21178 4.76277 1.42844  0.00
H: -6.15848 0.01911 -0.35044  0.00
H: 4.29044 0.55852 0.49785  0.00
H: -2.49822 1.15564 1.55418  0.00
H: 0.95346 -4.32052 6.77388  0.00
H: 1.25699 -2.01257 1.81622  0.00
H: -4.95762 1.18359 1.47615  0.00
H: 5.54659 2.67519 0.99860  0.00
H: -0.28145 -2.46130 2.58200  0.00
H: -4.87500 -1.22374 -2.06245  0.00
H: -0.29264 -3.42642 4.84492  0.00
H: -2.41572 -1.24608 -1.99489  0.01
H: 2.70506 0.59053 3.53214  0.00
H: -1.19682 0.65267 5.03349  0.00
H: 4.61586 -2.95614 5.03304  0.00



(5)
C26H45ClGeMgN3O3SSi3 | wB97M-V/def2-TZVPD

E_LUMO (spin up / spin down) in eV: -0.6 / -2.1
Strongest force on any atom in eV/Å: 1.98
Spin multiplicity: 2
E_HOMO (spin up / spin down) in eV: -7.981 / -8.002

Last column: Mulliken spin population.
CARTESIAN COORDINATES (ANGSTROEM)
Ge: -1.97823 -2.02355 0.83495  0.50
Cl: -4.61921 4.31831 -2.87989  0.00
S: 1.28042 1.05046 1.99014  0.00
Si: -3.97681 -0.83106 1.49138  0.01
Si: -1.17792 -3.39729 2.68061  0.06
Si: -2.38320 -3.35872 -1.14778  0.02
Mg: 0.01299 -0.43320 0.21216  0.16
O: 0.57303 -0.27565 2.16095  0.11
O: -0.86653 1.27279 0.41743  -0.01
O: -0.59944 -0.38621 -1.70000  0.01
N: 2.69848 -5.34588 -0.25220  0.00
N: 1.85022 -1.01719 -0.36056  0.00
N: 4.03207 -2.91212 -3.72653  0.00
C: -4.86082 -0.00900 0.03026  0.00
C: -3.56347 0.50649 2.76768  0.00
C: 2.93471 -0.24641 3.86212  0.00
C: 2.32811 -1.96258 -0.85354  0.00
C: -0.79053 -4.19084 -1.71974  0.00
C: -1.67280 1.94113 -0.33195  0.00
C: 0.47185 -4.15804 2.17311  0.00
C: -2.41131 -4.78912 3.04741  0.04
C: 0.45855 2.23488 3.11845  0.00
C: -3.66607 -4.66360 -0.64786  0.06
C: -2.80258 2.36135 -2.48307  0.00
C: -3.26729 3.76274 -0.59150  0.00
C: -1.90652 1.60439 -1.70024  0.02
C: 3.51903 -2.98258 -2.69640  0.00
C: -2.37098 3.07006 0.17606  0.01
C: 2.91217 0.84127 2.78937  0.00
C: -0.94129 -2.34836 4.23500  -0.01
C: -3.48504 3.40644 -1.93289  0.00
C: -5.18219 -2.03760 2.32176  0.03
C: -0.09376 1.29627 5.43080  0.00
C: -1.26457 0.47413 -2.28822  0.01
C: 2.79381 -4.32484 -0.78120  0.00
C: 2.89013 -3.07217 -1.43140  0.00
C: -3.12901 -2.37485 -2.58124  0.00
C: 3.26933 -1.61715 3.27593  0.00
C: 0.75514 2.26885 4.61445  0.00
H: 3.18818 1.82985 3.15898  0.00
H: -4.60085 -4.19367 -0.33378  0.00
H: -6.09370 -1.52157 2.63124  0.01
H: -0.09544 -3.44586 -2.11521  0.00
H: 3.57861 0.58801 1.96314  0.00
H: -3.55496 -3.04756 -3.32840  0.00
H: 3.66388 0.02288 4.62823  0.00
H: 0.54331 3.28356 4.95822  0.00
H: 0.70269 3.19196 2.64944  0.00
H: -2.19115 3.36171 1.20317  0.00
H: 1.07163 -4.46096 3.03383  0.00
H: -0.27572 -1.52622 3.97462  0.00
H: -4.45654 1.04110 3.09829  0.00
H: -5.63173 0.68212 0.37861  0.00
H: -2.49376 -5.46231 2.19262  0.00
H: 2.55537 -1.87523 2.49534  0.00
H: -1.40144 0.37073 -3.37638  0.00
H: 1.06277 -3.43961 1.60181  0.00
H: -5.35025 -0.75105 -0.60457  0.00
H: -0.28825 -4.71035 -0.90026  0.00
H: -2.07344 -5.37648 3.90394  0.01
H: -3.40927 -4.40794 3.27074  -0.01
H: -1.15344 1.53195 5.31722  0.00
H: 0.06014 0.26580 5.11550  0.00
H: -5.46738 -2.84868 1.64819  0.00
H: -3.88568 -5.32212 -1.49104  0.01
H: 0.33801 -5.03771 1.54192  0.00
H: 3.22948 -2.38931 4.04463  0.00
H: -4.73444 -2.48602 3.21115  0.00
H: -1.88230 -1.92629 4.59583  0.00
H: -3.30870 -5.28151 0.17717  -0.01
H: 4.27134 -1.62319 2.84345  0.00
H: -0.98106 -4.92203 -2.50803  0.00
H: -2.36665 -1.77034 -3.07344  0.00
H: -3.08755 0.06536 3.64770  0.00
H: 0.15793 1.37126 6.48883  0.00
H: -0.48886 -2.92107 5.04723  0.00
H: -4.15971 0.55709 -0.58617  0.00
H: -2.87135 1.23539 2.34080  0.00
H: 1.95736 -0.30243 4.34365  0.00
H: -2.96168 2.08702 -3.51940  0.00
H: -0.59509 2.01888 2.93512  0.00
H: 1.81544 2.09245 4.80585  0.00
H: -3.82500 4.59047 -0.17308  0.00
H: -3.92382 -1.70637 -2.24240  0.00



(6)
C12H25NO4Si | wB97M-V/def2-TZVPD

E_LUMO in eV: 0.8
Strongest force on any atom in eV/Å: 2.48
SMILES: CCO[Si](OCC)(OCC)[C@H](C)N1CCCC1=O
E_HOMO in eV: -8.763

Last column: Mulliken charge in e.
CARTESIAN COORDINATES (ANGSTROEM)
Si: 0.43487 0.51388 0.14165  0.30
O: -0.88074 1.22988 -0.56688  -0.30
O: 1.30112 -0.60675 -0.77748  -0.24
O: 0.03618 -3.01559 3.10216  -0.68
O: 1.36167 1.82764 0.44792  -0.49
N: -0.83385 -1.47352 1.57697  0.01
C: -2.67564 -2.72765 0.76921  -0.63
C: 0.73034 3.01999 0.86285  -0.12
C: -1.72780 -3.60032 1.56740  -0.62
C: -2.21970 1.66229 -2.52808  -1.48
C: -0.90164 1.16705 -1.96504  -0.17
C: -1.92009 -1.41502 0.61503  -0.15
C: -0.69860 -2.70611 2.20194  0.54
C: 3.36155 -1.29656 -1.91881  -1.43
C: -0.01046 -0.24104 1.81108  0.33
C: 0.52532 3.98769 -0.27777  -1.10
C: 1.34432 -0.58060 2.37154  -1.67
C: 2.43813 -0.18230 -1.47717  0.08
H: 4.12076 -1.03228 -2.62557  0.42
H: 1.86184 0.29203 2.75032  0.33
H: 1.96140 -1.04233 1.59181  0.30
H: -0.03685 1.74081 -2.32916  0.36
H: 1.44206 4.07752 -0.83156  0.28
H: -0.18267 2.75146 1.38877  0.25
H: -3.08709 1.12231 -2.16162  0.33
H: 0.15662 4.95824 0.05165  0.45
H: 1.40674 3.44162 1.63405  0.34
H: -2.23681 1.48671 -3.61094  0.41
H: 2.03299 0.37893 -2.35148  0.20
H: -0.22452 3.63410 -0.97284  0.10
H: -2.25557 -4.10566 2.38804  0.33
H: -1.44566 -1.30194 -0.40643  -0.06
H: -2.51369 -0.53510 0.81613  0.29
H: -3.03923 -3.13588 -0.13542  0.43
H: 1.23782 -1.36132 3.14596  0.49
H: 2.88827 0.51805 -0.80655  0.31
H: -1.24182 -4.34829 0.94514  0.26
H: 3.96479 -1.76118 -1.12078  0.33
H: -3.61627 -2.58861 1.39262  0.26
H: -0.57849 0.51336 2.38028  0.36
H: 2.81831 -2.13601 -2.35641  0.32
H: -0.75514 0.13725 -2.29124  0.44
H: -2.34273 2.73322 -2.44131  0.30



(7)
C9H14 | wB97M-V/def2-TZVPD

E_LUMO in eV: 1.0
Strongest force on any atom in eV/Å: 3.85
SMILES: Cc1ccccc1.CC
E_HOMO in eV: -8.757

Last column: Mulliken charge in e.
CARTESIAN COORDINATES (ANGSTROEM)
C: -0.25517 -0.30665 1.13702  -0.40
C: 1.75230 -1.57489 -0.20044  -0.49
C: 1.05791 0.15604 1.23138  -0.62
C: -1.79735 2.55302 0.44405  -0.76
C: 0.42142 -2.01962 -0.34991  0.89
C: -0.59482 -1.39136 0.34931  -0.58
C: 0.27579 -3.13868 -1.30877  -1.41
C: 2.05130 -0.37314 0.41763  -0.50
C: -0.53702 2.90107 -0.37796  -0.84
H: -0.66967 2.30225 -1.29862  0.23
H: 0.93546 -3.99324 -1.30327  0.37
H: -0.92349 0.21693 1.80495  0.65
H: 0.06304 -2.75167 -2.31725  0.30
H: -2.08266 1.51355 0.43277  0.27
H: -0.43273 3.93611 -0.67411  0.35
H: 3.07059 -0.02085 0.52986  0.38
H: 0.47058 2.58602 -0.11080  0.24
H: 1.41683 0.85028 1.99285  0.35
H: 2.52857 -2.16912 -0.67675  0.33
H: -1.60951 -1.76895 0.37194  0.35
H: -1.79925 2.99469 1.45093  0.22
H: -2.57565 3.03876 -0.16846  0.30
H: -0.76646 -3.54056 -1.37635  0.35